DFT (ωB97M-V/def2-TZVPD) results for a molecular structure, C25H31N5OsP.

HOMO-LUMO gap (spin up / spin down)	0.2945 / 0.1614	Eh
HOMO (spin up / spin down)	-16.630 / -16.731	eV
calculated total energy	-45608.1944	eV
ΔE to the lowest compared entry with this formula, charge and spin	0.00	kcal per mole
<S²>	6.04

```
! wB97M-V def2-TZVPD RIJCOSX def2/J DEFGRID3
* xyz 3 5
Os 0.9450 0.0080 0.2212
C 6.2199 1.6335 0.6519
N 5.2027 0.5746 0.5508
C 5.6742 -0.8111 0.4101
C 3.9066 0.8439 0.5318
N 2.9793 -0.0754 0.2984
N 3.5527 2.1598 0.7624
C 2.3103 2.7417 0.8554
N 2.3317 4.0468 1.1330
N 1.1976 2.0719 0.6768
H 7.1935 1.1853 0.4882
H 6.2238 2.0843 1.6465
H 6.0791 2.3871 -0.1247
H 6.6874 -0.8638 0.7946
H 5.6735 -1.1226 -0.6352
H 5.0689 -1.4853 1.0148
H 3.3862 -0.9799 0.0989
H 4.3302 2.7825 0.9169
H 3.1836 4.5591 1.2958
H 1.4749 4.5688 1.2179
H 0.3921 2.6762 0.7715
C -2.1961 -0.1016 2.9667
C -3.2274 0.2645 1.9774
C -4.5171 0.6894 2.4269
C -5.5125 0.9695 1.5383
C -5.2515 0.8380 0.1569
C -3.9673 0.4462 -0.3166
C -2.9596 0.1715 0.5616
P -1.3595 -0.4718 -0.0621
C -1.2004 -0.0346 -1.8145
C -0.9564 -1.0855 -2.7167
C -0.7322 -0.8209 -4.0528
C -0.7501 0.4951 -4.5017
C -0.9921 1.5363 -3.6181
C -1.2217 1.3022 -2.2670
C -1.5385 2.4731 -1.3750
C -1.5150 -2.2354 0.1614
C -2.7169 -2.9383 0.2627
C -2.6842 -4.2993 0.5098
C -1.4604 -4.9443 0.6618
C -0.2687 -4.2431 0.5527
C -0.2790 -2.8765 0.2979
C 0.9834 -2.0807 0.1074
H -2.5632 -0.0761 3.9885
H -1.3435 0.5839 2.8770
H -1.7990 -1.1000 2.7456
H -4.6849 0.7644 3.4937
H -6.4946 1.2764 1.8719
H -6.0405 1.0330 -0.5595
H -3.8145 0.3653 -1.3865
H -0.9651 -2.1098 -2.3640
H -0.5553 -1.6336 -4.7437
H -0.5824 0.7116 -5.5484
H -1.0147 2.5540 -3.9881
H -0.9082 3.3265 -1.6254
H -1.4162 2.2472 -0.3136
H -2.5727 2.7986 -1.5097
H -3.6719 -2.4397 0.1503
H -3.6065 -4.8575 0.5908
H -1.4373 -6.0062 0.8669
H 0.6742 -4.7639 0.6644
H 1.3109 -2.1984 -0.9446
H 1.7950 -2.5149 0.7002
*
```

These are the natural (NBO) partial charges, in e, on atoms 1 to 6: Os 1.228; C -0.446; N -0.338; C -0.431; C 0.678; N -0.859